Formula: C6H15BrSi
Source: the OMol25 dataset
Level of theory: ωB97M-V/def2-TZVPD

```
! RIJCOSX wB97M-V def2-TZVPD def2/J DEFGRID3
* xyz 0 1
C 1.7594 1.1423 1.5233
C 0.6053 1.3023 0.5508
Si 0.4554 -0.3567 -0.3724
Br 2.2947 -1.5236 0.0468
C -1.0292 -1.2125 0.4001
C -0.6994 -1.5580 1.8387
C 0.0844 0.0078 -2.1373
C -1.2653 0.6794 -2.3322
H 2.6411 0.7415 1.0007
H 2.0945 2.1095 1.9473
H 1.5284 0.4797 2.3549
H 0.8232 2.0964 -0.1646
H -0.3683 1.5182 1.0162
H -1.8803 -0.5400 0.2564
H -1.3661 -2.0917 -0.1610
H -1.5040 -2.1597 2.2751
H 0.1991 -2.1727 1.8621
H -0.5565 -0.6241 2.3984
H 0.9042 0.5998 -2.5776
H 0.1255 -0.9453 -2.6419
H -1.2828 1.6456 -1.7982
H -2.0547 0.0299 -1.9035
H -1.5087 0.8319 -3.3819
*
```

Computed properties:
gap between HOMO and LUMO	10.67	eV
strongest force on any atom	1.845	eV Å⁻¹
highest occupied orbital energy	-9.874	eV
SMILES	CC[Si](Br)(CC)CC
M	195.2	g/mol
energy above the lowest of the compared OMol25 structures with the same formula, charge and spin	5.12	kJ/mol

Just the Mulliken charges please, in e? Sure, here they are: -1.287 -0.459 0.388 -0.348 -0.586 -1.162 -0.423 -1.090 0.304 0.349 0.270 0.415 0.351 0.421 0.403 0.368 0.261 0.244 0.336 0.345 0.278 0.257 0.366

=====

Formula: C6H15CsNO4S
Source: the OMol25 dataset
Level of theory: ωB97M-V/def2-TZVPD

```
! RIJCOSX wB97M-V def2-TZVPD def2/J DEFGRID3
* xyz -1 1
Cs 14.0194 -8.3320 3.5380
S 17.6553 -7.9190 2.8421
O 16.7118 -6.8894 2.3751
O 18.7867 -7.4292 3.5684
O 16.8837 -9.0448 3.4464
O 17.9651 -8.3002 1.5103
C 11.7074 -6.2460 6.1331
C 13.0046 -5.9847 7.0032
N 14.1648 -6.1913 6.1540
C 15.3115 -6.7146 6.8834
C 15.3507 -8.2239 6.8839
C 14.5201 -5.1400 5.2103
C 15.1304 -3.8893 5.8808
H 10.9212 -6.4172 6.8685
H 11.7230 -7.1897 5.5879
H 11.4280 -5.4641 5.4269
H 12.8748 -4.9634 7.3612
H 13.0074 -6.6322 7.8800
H 16.2071 -6.3195 6.4040
H 15.2426 -6.2955 7.8872
H 16.2074 -8.6602 7.3977
H 14.5195 -8.6793 7.4222
H 15.2488 -8.6116 5.8703
H 13.6991 -4.8867 4.5394
H 15.1583 -5.7080 4.5334
H 15.2383 -3.2050 5.0392
H 16.1269 -4.0454 6.2940
H 14.5302 -3.3959 6.6453
*
```

Computed properties:
gap between HOMO and LUMO	3.53	eV
strongest force on any atom	6.569	eV Å⁻¹
highest occupied orbital energy	-2.017	eV
M	330.2	g/mol
energy above the lowest of the compared OMol25 structures with the same formula, charge and spin	191.16	kJ/mol

Just the Mulliken charges please, in e? Sure, here they are: 1.066 1.146 -0.771 -0.694 -0.791 -0.756 -1.097 -0.657 0.500 -0.759 -0.700 -0.904 -1.158 0.392 0.184 0.287 0.224 0.505 0.427 0.360 0.377 0.260 -0.260 0.245 0.580 0.388 0.330 0.276

=====

Formula: C6H15F4N3O6PS
Source: the OMol25 dataset
Level of theory: ωB97M-V/def2-TZVPD

```
! RIJCOSX wB97M-V def2-TZVPD def2/J DEFGRID3
* xyz 1 1
C 0.8461 1.9261 0.9505
O 0.9876 1.1788 -0.2268
C -0.1811 0.9865 -0.9884
O 0.0762 1.2825 -2.3336
C -0.7718 -0.4551 -0.8101
C -1.3179 -1.0017 -2.1371
O -1.9210 -2.2705 -1.8815
N -3.3128 -2.2092 -2.1188
O -3.8235 -3.2159 -1.8434
N 0.1407 -1.3620 -0.0873
C -0.4458 -2.1193 1.0250
F -1.7481 -1.8046 1.1749
F -0.3846 -3.4487 0.8254
C 0.3092 -1.7756 2.3370
F -0.3893 -0.8102 2.9914
F 0.3940 -2.8452 3.1344
P 1.4119 -2.0887 -0.9234
O 0.7880 -3.3831 -1.6264
O 2.2238 -2.6203 0.3622
S 2.4335 -1.0120 -2.1398
H 1.6301 1.6079 1.6458
H 1.0136 3.0035 0.7516
H -0.1190 1.7674 1.4468
H -0.9419 1.7004 -0.6266
H 1.0044 1.5437 -2.4073
H -1.6512 -0.2962 -0.1883
H -0.5399 -1.1135 -2.8927
H -2.1022 -0.3239 -2.4895
H 1.3053 -1.3893 2.1247
H 1.4437 -3.7906 -2.2155
H 2.5881 -3.5039 0.2063
N 0.2102 5.5701 1.7927
H -0.5591 4.9013 1.7018
H -0.1587 6.4853 2.0639
H 0.8645 5.2385 2.5062
H 0.6970 5.6478 0.8959
*
```

Computed properties:
gap between HOMO and LUMO	6.60	eV
strongest force on any atom	1.087	eV Å⁻¹
highest occupied orbital energy	-11.286	eV
M	364.2	g/mol

Just the Mulliken charges please, in e? Sure, here they are: -0.618 -0.326 -0.351 -0.553 -0.407 -0.783 -0.119 0.054 -0.299 0.605 0.762 -0.310 -0.318 0.300 -0.292 -0.301 0.452 -0.433 -0.480 -0.360 0.301 0.011 0.417 0.341 0.395 0.520 0.290 0.595 0.244 0.362 0.306 -0.511 0.371 0.373 0.382 0.383

=====

Formula: C6H15FeNO12S3
Source: the OMol25 dataset
Level of theory: ωB97M-V/def2-TZVPD

```
! RIJCOSX wB97M-V def2-TZVPD def2/J DEFGRID3
* xyz -3 6
Fe 0.3354 0.3928 1.0707
S 2.7912 -0.1553 1.9620
O 3.9433 0.4387 1.3994
O 1.7971 0.8501 2.2680
O 1.8804 -0.7580 0.9965
O 3.0558 -0.9835 3.1280
S -1.3573 0.8943 3.0585
O -1.0655 1.5303 1.8084
O -0.6327 1.6785 4.0531
O -2.7542 0.7593 3.4666
O -0.6341 -0.3115 2.5547
S 1.6254 3.1060 -0.0943
O 2.8745 2.7841 -0.7725
O 1.8048 3.6777 1.2433
O 0.8484 4.0257 -0.9354
O 0.9165 1.8461 0.0526
C 1.3960 -0.4560 -2.1690
C 0.2722 -1.3003 -1.5373
N -0.6034 -0.5303 -0.6013
C -1.5708 -1.5281 0.0087
C -0.8170 -2.6095 0.7461
C -1.3360 0.5361 -1.3056
C -2.3011 0.1518 -2.4115
H 2.0929 -0.0989 -1.4108
H 1.1779 0.3536 -2.8656
H 1.9255 -1.1579 -2.8133
H -0.1658 -1.8846 -2.3466
H 0.8464 -2.0846 -1.0441
H -2.0699 -0.9311 0.7721
H -2.2532 -2.0373 -0.6718
H -0.7582 -3.5040 0.1260
H 0.2026 -2.3654 1.0445
H -1.4172 -2.8454 1.6249
H -0.5670 1.2114 -1.6806
H -1.8919 1.1258 -0.5768
H -3.0729 -0.5412 -2.0764
H -1.7553 -0.3196 -3.2287
H -2.7626 1.0401 -2.8427
*
```

Computed properties:
gap between HOMO and LUMO (spin up / spin down)	4.83 / 4.80	eV
strongest force on any atom	7.927	eV Å⁻¹
highest occupied orbital energy (spin up / spin down)	1.842 / 1.864	eV
M	445.2	g/mol
energy above the lowest of the compared OMol25 structures with the same formula, charge and spin	0.00	kJ/mol

Just the Mulliken charges please, in e? Sure, here they are: 1.066 1.199 -0.681 -0.546 -0.687 -0.793 1.366 -0.600 -0.726 -0.776 -0.657 1.210 -0.800 -0.763 -0.823 -0.579 -1.460 -0.809 1.409 -0.660 -1.299 -0.571 -1.500 0.213 0.275 0.489 0.636 0.361 0.483 0.388 0.388 0.188 0.330 0.245 0.432 0.288 0.289 0.471

=====

Formula: C6H15IN2O3P
Source: the OMol25 dataset
Level of theory: ωB97M-V/def2-TZVPD

```
! RIJCOSX wB97M-V def2-TZVPD def2/J DEFGRID3
* xyz 1 3
C -1.1249 1.8152 -0.8888
C -1.0567 -1.4035 2.1520
C -0.9524 1.0155 -3.0749
C 2.5018 -2.7550 0.9487
C -0.6144 1.9968 0.5770
C -1.0205 -0.3197 1.0600
N -0.5233 1.0220 -1.7677
N -0.5475 0.8397 1.3621
O -2.3252 2.2930 -1.3282
O 2.5949 -1.1661 -1.1616
O 0.4425 0.3103 -1.4207
P 1.7025 -1.3087 0.1425
I 2.7581 0.5011 1.6293
H -1.2734 -2.3292 1.5604
H -1.9158 -1.2164 2.7682
H -0.1099 -1.5198 2.7936
H -1.2330 -0.0190 -3.3469
H -1.9124 1.5446 -2.9641
H -0.2943 1.3555 -3.8148
H 3.5376 -2.5755 0.8982
H 2.2070 -2.6887 1.9792
H 2.1598 -3.5391 0.3819
H 0.3444 2.5114 0.6076
H -1.2058 2.6796 1.2495
H -1.7008 -0.2905 0.1828
H 0.2327 0.8474 1.9814
H -2.8465 2.9105 -0.7211
H 2.1756 -0.5113 -1.7854
*
```

Computed properties:
gap between HOMO and LUMO (spin up / spin down)	5.09 / 5.24	eV
strongest force on any atom	5.068	eV Å⁻¹
highest occupied orbital energy (spin up / spin down)	-8.780 / -12.278	eV
M	321.1	g/mol
energy above the lowest of the compared OMol25 structures with the same formula, charge and spin	0.00	kJ/mol

Just the Mulliken charges please, in e? Sure, here they are: 0.590 -1.081 -0.905 -1.069 -0.667 -0.422 0.098 0.059 -0.542 -0.473 -0.588 0.735 -0.003 0.329 0.408 0.200 0.356 0.349 0.328 0.447 0.367 0.386 0.302 0.414 0.370 0.150 0.398 0.463

=====

Formula: C6H15IP2
Source: the OMol25 dataset
Level of theory: ωB97M-V/def2-TZVPD

```
! RIJCOSX wB97M-V def2-TZVPD def2/J DEFGRID3
* xyz 0 1
C 0.2613 1.9838 2.1866
C -0.4002 -1.4600 2.4539
C -0.2045 -2.4871 0.0379
C 1.2281 1.2721 -1.5949
C -1.2317 0.7639 -2.5961
C -0.7062 0.3237 0.1156
P 0.3490 -0.9132 0.8363
P -0.4672 1.6247 -1.1215
I -2.7158 0.5310 0.7176
H -0.6590 1.7631 2.6779
H 1.2331 1.5330 2.5428
H 0.3126 2.9185 1.7418
H -1.4134 -1.6929 2.3557
H -0.3866 -0.4833 2.9707
H 0.2716 -2.2313 2.6995
H 0.3177 -3.4102 0.5208
H 0.1045 -2.3898 -1.0623
H -1.3431 -2.5443 -0.0045
H 1.3002 0.2857 -2.1093
H 1.8393 1.2235 -0.7592
H 1.6009 2.0473 -2.2886
H -2.3391 1.0949 -2.9490
H -1.0779 -0.3635 -2.5723
H -0.6011 1.2364 -3.4352
*
```

Computed properties:
gap between HOMO and LUMO (spin up / spin down)	7.69 / 7.79	eV
strongest force on any atom	3.982	eV Å⁻¹
highest occupied orbital energy (spin up / spin down)	-8.442 / -7.756	eV
M	276.0	g/mol

Just the Mulliken charges please, in e? Sure, here they are: -1.151 -1.225 -1.005 -1.127 -0.900 -0.094 0.182 0.151 0.024 0.388 0.314 0.478 0.380 0.310 0.417 0.349 0.272 0.291 0.310 0.433 0.353 0.291 0.248 0.309

=====

Formula: C6H15N
Source: the OMol25 dataset
Level of theory: ωB97M-V/def2-TZVPD

```
! RIJCOSX wB97M-V def2-TZVPD def2/J DEFGRID3
* xyz -1 2
C 2.4776 -1.9372 -0.2649
C 1.1568 -1.6023 -1.0045
C -0.0513 -1.3959 -0.0952
C 0.0387 -0.1049 0.7370
C -0.1669 1.1338 -0.1619
C -1.6277 1.5702 -0.2188
N -2.0421 2.3023 1.0202
H 3.0043 -2.7677 -0.7550
H 2.3287 -2.2841 0.7594
H 3.1331 -1.0661 -0.2616
H 0.9532 -2.2630 -1.8529
H 1.4134 -0.6900 -1.5575
H -0.0419 -2.2639 0.5742
H -0.9870 -1.4276 -0.6589
H -0.8268 -0.1189 1.3934
H 0.9807 -0.0606 1.2847
H 0.1595 0.9529 -1.1885
H 0.4243 1.9736 0.2033
H -1.8680 2.1228 -1.1224
H -2.2409 0.6630 -0.1972
H -1.2125 2.6223 1.5126
H -2.5104 3.1619 0.7347
*
```

Computed properties:
gap between HOMO and LUMO (spin up / spin down)	2.42 / 9.49	eV
strongest force on any atom	1.387	eV Å⁻¹
highest occupied orbital energy (spin up / spin down)	1.547 / -5.581	eV
M	101.2	g/mol
energy above the lowest of the compared OMol25 structures with the same formula, charge and spin	31.62	kJ/mol

Just the Mulliken charges please, in e? Sure, here they are: -1.545 -0.534 -0.879 -0.913 -1.274 -1.963 -0.837 0.384 0.407 0.449 0.682 0.139 0.516 0.165 0.379 0.570 0.345 0.590 1.294 0.066 0.373 0.585

=====

Formula: C6H15N
Source: the OMol25 dataset
Level of theory: ωB97M-V/def2-TZVPD

```
! RIJCOSX wB97M-V def2-TZVPD def2/J DEFGRID3
* xyz 0 1
C -1.3765 1.2104 1.9645
C -1.1565 2.1270 0.7641
C -0.6514 1.4129 -0.4800
N 0.5258 0.4657 -0.1816
C 0.5154 -0.4995 -1.3664
C 1.3013 -1.8140 -1.1100
C 0.9579 -2.6990 0.0829
H -1.4832 0.1932 1.6106
H -2.2743 1.5716 2.4494
H -0.6685 1.2455 2.7654
H -0.4031 2.9323 0.9888
H -2.0444 2.7091 0.4179
H -0.1703 2.1525 -1.1703
H -1.4616 0.7632 -0.9142
H 0.1127 -0.1184 0.5372
H 0.8575 0.0621 -2.2152
H -0.5642 -0.7846 -1.5454
H 1.2562 -2.3747 -2.0275
H 2.2970 -1.4557 -0.8220
H 0.2038 -3.4852 0.0753
H 1.9554 -3.1158 0.3510
H 0.8790 -2.0968 0.9916
*
```

Computed properties:
gap between HOMO and LUMO	10.45	eV
strongest force on any atom	2.416	eV Å⁻¹
highest occupied orbital energy	-9.328	eV
SMILES	CCCNCCC
M	101.2	g/mol
energy above the lowest of the compared OMol25 structures with the same formula, charge and spin	156.19	kJ/mol

Just the Mulliken charges please, in e? Sure, here they are: -1.154 -0.269 -0.629 -0.482 -0.583 -0.436 -1.150 0.367 0.319 0.298 0.267 0.365 0.284 0.325 0.164 0.400 0.304 0.393 0.285 0.308 0.299 0.326

=====

Formula: C6H15N
Source: the OMol25 dataset
Level of theory: ωB97M-V/def2-TZVPD

```
! RIJCOSX wB97M-V def2-TZVPD def2/J DEFGRID3
* xyz 0 1
C -2.2448 0.2085 0.5812
C -1.2421 1.3654 -0.0110
C 0.0172 0.5925 -0.5213
C -0.5694 -0.8612 -0.7549
C -1.6497 -1.1383 0.3559
H -2.3865 0.4008 1.5741
H -3.1299 0.1518 -0.0928
H -1.0727 2.2468 0.6568
H -1.7740 1.7626 -0.9005
H 0.6959 0.6421 0.4338
H 0.7670 1.0791 -1.3020
H 0.2387 -1.6035 -0.9025
H -1.0886 -0.9062 -1.7247
H -1.3254 -1.6529 1.1918
H -2.4416 -1.8500 -0.0625
C 2.7416 -0.0807 0.8620
N 2.3754 -0.0929 -0.5571
H 3.8543 0.2736 0.8840
H 2.0891 0.5425 1.5314
H 2.8390 -1.0772 1.3522
H 1.4538 -0.6229 -0.7318
H 2.3368 0.7469 -1.0784
*
```

Computed properties:
gap between HOMO and LUMO	9.47	eV
strongest force on any atom	4.146	eV Å⁻¹
highest occupied orbital energy	-8.502	eV
SMILES	C1CCCC1.CN
M	101.2	g/mol
energy above the lowest of the compared OMol25 structures with the same formula, charge and spin	330.05	kJ/mol

Just the Mulliken charges please, in e? Sure, here they are: -0.565 -0.890 0.173 -0.693 -0.632 0.352 0.272 0.381 0.257 -0.277 0.250 0.491 0.248 0.349 0.255 -0.650 -0.718 0.284 0.237 0.226 0.311 0.340

=====

Formula: C6H15N
Source: the OMol25 dataset
Level of theory: ωB97M-V/def2-TZVPD

```
! RIJCOSX wB97M-V def2-TZVPD def2/J DEFGRID3
* xyz 0 1
C -2.1197 -1.2197 -1.7010
C -1.8209 -0.6578 -0.2883
C -0.4226 -0.9584 0.1978
C 0.1348 -0.2004 1.4216
C 0.6457 1.2621 1.1210
C 2.0154 1.3035 0.5043
N 1.9718 0.7346 -0.9373
H -3.1735 -1.2568 -1.9128
H -1.7578 -0.4565 -2.3889
H -1.5775 -2.1564 -1.8551
H -2.0135 0.4554 -0.3079
H -2.6060 -1.0130 0.4004
H -0.2718 -2.0125 0.4865
H 0.1832 -0.8965 -0.7120
H 0.9476 -0.7864 1.8881
H -0.6530 -0.3048 2.2074
H -0.1438 1.7157 0.5162
H 0.5970 1.7164 2.1343
H 2.7013 0.6902 1.1311
H 2.4596 2.2983 0.4616
H 2.7892 0.1319 -0.9422
H 2.1146 1.6111 -1.4247
*
```

Computed properties:
gap between HOMO and LUMO	10.55	eV
strongest force on any atom	2.684	eV Å⁻¹
highest occupied orbital energy	-9.450	eV
SMILES	CCCCCCN
M	101.2	g/mol
energy above the lowest of the compared OMol25 structures with the same formula, charge and spin	109.24	kJ/mol

Just the Mulliken charges please, in e? Sure, here they are: -1.278 -0.237 -0.596 -0.904 -0.350 -0.748 -0.521 0.395 0.308 0.310 0.214 0.326 0.259 0.400 0.399 0.335 0.229 0.282 0.334 0.389 0.207 0.247